{"formula": "C7H11N2O2", "method": "ωB97M-V with the def2-TZVPD basis set", "e_above_lowest_ev": 1.084, "max_force_ev_per_a": 3.13, "e_tot_ev": -14509.789, "total_charge": -2, "e_lumo_ha": [0.21925, 0.21390], "gap_ev": [2.58, 7.72], "multiplicity": 2, "elements": ["C", "C", "O", "O", "H", "H", "H", "C", "C", "C", "C", "C", "N", "N", "H", "H", "H", "H", "H", "H", "H", "H"], "coordinates": [[1.3338, -2.5023, 1.5940], [-0.0851, -3.1106, 1.0650], [-1.0159, -2.2709, 0.9497], [-0.1761, -4.3569, 0.9954], [1.8351, -2.2625, 0.6677], [1.8358, -3.3078, 2.1312], [0.9601, -1.7537, 2.2725], [1.1991, 0.6512, -0.7991], [2.4221, 1.3598, -1.4533], [0.0769, 1.5579, -0.4804], [-1.0061, 1.2900, 0.3168], [-1.3608, 3.0593, -1.0013], [-0.1906, 2.6089, -1.3617], [-1.9349, 2.2992, -0.0552], [0.8532, -0.1801, -1.3920], [1.5444, 0.1851, 0.1294], [2.7323, 0.9383, -2.4055], [-1.4399, 0.6729, 1.0826], [-1.9285, 3.7474, -1.6056], [-2.7460, 2.6711, 0.4393], [3.1829, 1.2464, -0.6563], [2.4977, 2.4431, -1.4888]], "forces_ev_per_a": [[-2.2, -1.8, -0.6], [-0.5, 0.3, 1.4], [0.9, -0.2, -0.3], [0.4, -0.1, -0.4], [0.5, 0.8, 0.2], [0.2, 0.1, -0.1], [0.7, 0.9, -0.1], [1.0, 0.5, 0.5], [0.8, -0.2, 1.8], [-0.9, -0.5, -1.0], [-1.8, 2.5, -0.2], [-0.4, -0.5, -0.9], [0.5, -0.3, 0.9], [0.9, 0.1, 0.1], [-0.2, -0.2, -0.5], [-0.1, 0.0, -0.1], [0.1, -0.1, 0.1], [1.0, -0.8, 0.0], [0.0, 0.4, 0.5], [-0.2, -0.5, 0.1], [0.5, -0.6, -0.8], [-1.2, 0.2, -0.5]], "mulliken_charge": [-0.72, 0.48, -0.62, -0.75, 0.08, 0.28, 0.25, 0.33, -1.34, 0.44, -1.60, -3.67, 0.38, 0.87, 0.35, -0.10, 0.21, 0.65, 0.62, 0.99, 0.40, 0.46]}

{"formula": "C5H6N4S", "method": "ωB97M-V with the def2-TZVPD basis set", "e_above_lowest_ev": 1.124, "max_force_ev_per_a": 4.43, "e_tot_ev": -22075.845, "smiles": "SN1C=c2[nH]cnc2=NC1", "e_lumo_ha": 0.00515, "gap_ev": 8.26, "multiplicity": 1, "elements": ["C", "C", "C", "C", "C", "N", "N", "N", "N", "S", "H", "H", "H", "H", "H", "H"], "coordinates": [[0.5774, 1.1081, -0.1160], [-2.7597, 0.2017, 0.5019], [-0.6491, 0.6329, 0.0448], [-0.9205, -0.8227, 0.1617], [1.1892, -1.3556, -0.5901], [-2.2544, -0.9788, 0.4813], [-0.0649, -1.7416, -0.0184], [-1.8769, 1.2187, 0.2796], [1.7232, -0.0183, -0.3619], [2.9688, 0.1670, 0.7823], [0.9957, 2.0955, -0.0629], [-3.8029, 0.4074, 0.6569], [1.9463, -2.0740, -0.2603], [1.0736, -1.4574, -1.6839], [-2.0686, 2.2035, 0.3185], [3.9229, 0.4137, -0.1336]], "forces_ev_per_a": [[2.7, -3.1, -0.7], [0.1, -0.2, 0.1], [0.7, -0.1, 0.0], [1.2, 0.1, -0.4], [0.3, -0.4, -0.6], [-1.0, -0.5, 0.3], [-0.8, 0.0, 0.3], [-0.2, 0.7, -0.1], [-2.9, 3.2, 1.1], [0.1, 0.0, -0.1], [-0.1, 0.2, -0.1], [-0.2, 0.1, 0.1], [0.0, 0.2, -0.1], [0.0, -0.1, 0.2], [-0.1, -0.1, 0.0], [0.1, 0.0, 0.2]], "mulliken_charge": [-0.64, -0.10, 0.22, 0.67, -0.39, -0.61, -0.50, -0.10, -0.14, -0.19, 0.46, 0.40, 0.35, 0.24, 0.17, 0.14]}